No. 1
A molecular structure, C4H6NiO in a non-equilibrium geometry. Source: the OMol25 dataset; level of theory: ωB97M-V/def2-TZVPD.

CARTESIAN COORDINATES (ANGSTROEM)
C (1.46366, -2.29533, -0.90733)
C (0.63586, -1.08009, -0.71407)
C (-0.70454, -1.01124, -0.50249)
C (-1.52156, -2.18532, -0.35556)
O (-2.69858, -2.13020, 0.02790)
Ni (-4.12537, -3.23379, 0.09664)
H (2.24507, -2.32255, -0.13202)
H (1.97677, -2.22922, -1.87846)
H (1.13683, -0.13806, -0.95598)
H (-1.16119, -0.06353, -0.21061)
H (-1.22031, -3.00130, -1.05264)
H (0.86645, -3.23008, -0.84832)

Atomic forces in eV per Å
-0.8 -0.4 0.4
5.1 0.7 -1.8
-4.8 -1.1 2.4
2.8 0.3 -3.3
-2.3 0.8 1.4
-0.6 -0.5 0.0
0.0 -0.1 -0.2
0.0 -0.1 0.2
-0.1 -0.3 0.2
0.1 -0.1 -0.2
0.0 0.0 0.9
0.6 0.6 -0.1

Spin multiplicity = 4
Kohn-Sham gap (spin up / spin down) = 5.99 / 6.21 eV
HOMO (spin up / spin down) = -11.031 / -13.819 eV
Net charge = +1
Energy relative to the best compared isomer or geometry (same formula, charge and spin) = 25.33 kcal/mol

No. 2
A molecular structure, C24H42As2N5O2Pd in a non-equilibrium geometry. Source: the OMol25 dataset; level of theory: ωB97M-V/def2-TZVPD.

CARTESIAN COORDINATES (ANGSTROEM)
Pd (-0.68641, -0.99908, -0.54176)
C (-3.20118, -3.58233, -0.84616)
As (-2.19582, -2.21733, -1.76068)
C (-1.54978, -3.07976, -3.34787)
C (-3.62709, -1.07345, -2.38758)
C (-4.51094, -1.44070, -3.39685)
C (-5.50953, -0.55978, -3.78504)
C (-5.63974, 0.67477, -3.16146)
C (-4.76846, 1.04058, -2.14596)
C (-3.76466, 0.15813, -1.76288)
As (-2.48199, 0.50531, -0.37345)
C (-3.44347, -0.02128, 1.22905)
C (-2.39507, 2.40712, -0.13200)
H (-3.94407, -3.96522, -1.54629)
H (-3.69760, -3.14889, 0.01835)
H (-2.52949, -4.36524, -0.51172)
H (-2.37835, -3.61389, -3.80932)
H (-0.76954, -3.78659, -3.07668)
H (-1.14097, -2.33770, -4.02968)
H (-4.42433, -2.39779, -3.89629)
H (-6.18252, -0.83241, -4.58702)
H (-6.42029, 1.35706, -3.47054)
H (-4.88301, 2.00403, -1.66540)
H (-4.42018, 0.45971, 1.26418)
H (-2.84625, 0.25368, 2.09610)
H (-3.56061, -1.10213, 1.22839)
H (-3.40782, 2.76684, 0.03800)
H (-1.94999, 2.90746, -0.98860)
H (-1.79233, 2.59683, 0.75422)
C (4.12267, 1.40526, -1.81092)
C (3.62345, 1.31642, -0.36743)
C (4.11778, 2.51435, 0.43487)
C (4.11739, 0.02410, 0.27713)
N (2.13875, 1.35998, -0.28615)
N (1.50711, 0.24378, -0.91613)
H (5.21252, 1.37027, -1.85095)
H (3.80426, 2.34303, -2.27378)
H (3.75029, 0.57066, -2.40875)
H (5.20418, 2.59040, 0.38289)
H (3.82884, 2.41818, 1.48314)
H (3.70292, 3.44790, 0.04376)
H (5.18782, 0.09539, 0.47186)
H (3.96720, -0.84018, -0.37285)
H (3.61034, -0.15042, 1.23014)
H (1.81948, 2.17986, -0.79194)
H (1.88855, -0.58703, -0.48533)
H (1.75948, 0.16209, -1.89819)
O (2.31656, -1.82884, -2.68133)
C (1.80164, -2.68916, -1.99550)
C (2.27667, -4.13445, -1.92636)
C (1.35735, -4.79491, -0.90342)
C (0.43578, -3.67087, -0.48701)
O (-0.47699, -3.72768, 0.32480)
N (0.71264, -2.50977, -1.16664)
H (3.33131, -4.14473, -1.65522)
H (2.20010, -4.57066, -2.92253)
H (1.86813, -5.19071, -0.02688)
H (0.76095, -5.60822, -1.31906)
N (-0.09968, -0.12962, 1.54330)
C (0.40665, 0.70141, 2.17541)
N (0.94901, 1.64707, 2.89476)
C (1.79231, 1.32304, 4.05413)
C (1.23463, 2.01289, 5.30648)
C (0.42562, 3.26004, 4.92644)
C (1.04002, 3.94960, 3.71142)
C (0.93627, 3.05395, 2.46985)
H (2.80669, 1.66423, 3.83238)
H (1.82972, 0.24152, 4.16209)
H (2.07138, 2.29044, 5.94977)
H (0.61110, 1.32152, 5.87364)
H (0.37958, 3.94422, 5.77293)
H (-0.60414, 2.97712, 4.69320)
H (2.08839, 4.18263, 3.91388)
H (0.54391, 4.89733, 3.50343)
H (1.75845, 3.22631, 1.77722)
H (0.00444, 3.23436, 1.93243)

Atomic forces in eV per Å
0.8 0.6 -0.9
0.0 -0.1 -0.1
-0.5 -0.1 -0.2
0.1 -0.1 -0.1
0.0 0.0 -0.2
0.0 0.0 0.1
0.0 0.0 0.0
0.0 0.0 0.0
0.0 -0.1 0.0
0.1 0.2 -0.2
-0.3 -0.5 0.8
-0.1 0.1 0.0
0.2 0.1 -0.1
0.0 0.0 0.0
0.0 0.0 0.0
0.0 0.0 0.0
0.0 0.0 -0.1
0.0 0.0 0.0
0.0 0.0 0.0
0.0 0.0 0.0
0.0 0.0 0.0
0.0 0.0 0.0
0.0 0.0 0.0
0.0 0.0 0.0
0.0 0.0 0.0
0.0 0.0 0.0
0.0 0.1 0.0
0.0 0.0 0.0
0.0 0.0 0.0
0.0 0.0 0.0
0.0 0.1 -0.1
0.0 0.0 0.0
0.0 0.0 0.1
0.0 -0.1 0.0
-0.3 0.2 0.0
0.0 0.0 0.0
0.0 0.0 0.0
0.0 0.0 0.0
0.0 0.0 0.0
0.0 0.0 0.0
0.0 0.0 0.0
0.0 0.0 0.0
0.0 0.0 0.0
0.0 0.0 0.0
0.0 0.1 0.1
0.0 0.0 0.1
0.1 -0.1 0.0
0.0 0.0 -0.1
-0.2 0.2 0.0
0.0 0.0 0.0
0.0 0.0 0.0
-0.2 0.3 0.2
0.2 -0.4 -0.1
-0.1 -0.5 0.7
0.0 0.0 0.0
0.0 0.0 0.0
0.0 0.0 0.0
0.0 0.0 0.0
0.1 0.0 0.1
0.1 0.1 -0.3
0.0 -0.2 0.2
0.0 0.0 0.0
0.0 0.0 0.0
0.0 0.0 0.0
0.0 0.0 0.0
-0.1 -0.1 0.1
0.0 0.0 0.0
0.0 0.0 0.0
0.0 0.0 0.0
0.0 0.0 0.0
0.0 0.0 0.0
0.0 0.0 0.0
0.0 0.0 0.0
0.0 0.0 0.0
0.0 0.0 -0.1
0.0 0.0 0.1

Kohn-Sham gap = 8.06 eV
HOMO = -11.073 eV
Net charge = +1
Energy relative to the best compared isomer or geometry (same formula, charge and spin) = 10.40 kcal/mol

No. 3
A molecular structure, C5H9CaO3 in a non-equilibrium geometry. Source: the OMol25 dataset; level of theory: ωB97M-V/def2-TZVPD.

CARTESIAN COORDINATES (ANGSTROEM)
O (1.35189, -0.34318, -0.09551)
C (1.77524, 0.60201, 0.88169)
O (1.07774, 1.62092, 0.65692)
Ca (-0.41874, 0.83859, -0.55787)
O (-2.15476, -0.30323, -0.15433)
C (-3.04837, -0.98525, -0.66168)
C (2.06331, -1.57541, -0.27013)
H (1.62307, -2.30554, 0.42073)
H (1.87772, -1.91734, -1.29627)
C (3.53589, -1.36931, -0.00115)
H (3.91128, -0.48283, -0.52970)
H (3.72338, -1.23778, 1.07349)
H (4.09550, -2.24958, -0.34493)
C (-3.11920, -1.36866, -2.08240)
H (-3.76906, -1.46109, 0.02562)
H (-3.00267, -0.52084, -2.76465)
H (-4.08347, -1.87336, -2.25073)
H (-2.34874, -2.13564, -2.26480)

Atomic forces in eV per Å
-0.7 -0.8 -1.3
0.6 0.7 0.7
0.3 0.7 0.9
0.5 0.9 -0.8
-1.8 -0.8 -0.5
0.6 -0.6 1.1
0.3 -0.4 0.5
0.2 0.0 -0.2
0.0 0.2 0.2
0.5 -0.3 0.2
-0.1 -0.3 0.1
0.0 0.0 -0.5
-0.1 0.2 0.1
-0.7 -0.4 -0.2
0.0 0.3 -0.1
0.1 -0.2 0.1
0.3 0.3 -0.2
0.0 0.3 0.0

Kohn-Sham gap = 6.75 eV
HOMO = -11.402 eV
Net charge = +1
Energy relative to the best compared isomer or geometry (same formula, charge and spin) = 17.41 kcal/mol

No. 4
A molecular structure, C45H52N6Pd in a non-equilibrium geometry. Source: the OMol25 dataset; level of theory: ωB97M-V/def2-TZVPD.

CARTESIAN COORDINATES (ANGSTROEM)
Pd (-0.06261, -0.10404, 0.21108)
C (5.37017, -1.24503, 3.06530)
C (5.32745, -0.40589, 1.77622)
C (4.09897, -0.68450, 0.97038)
C (3.95918, -1.48169, -0.10754)
C (5.01305, -2.24413, -0.84476)
C (5.15037, -3.69318, -0.35086)
C (2.53281, -1.49266, -0.42944)
C (1.94314, -2.34253, -1.34907)
C (0.58401, -2.47849, -1.58456)
C (0.00741, -3.33913, -2.62246)
C (0.78928, -4.25978, -3.50373)
C (1.12887, -5.58912, -2.81489)
C (-1.31102, -3.06230, -2.65482)
C (-1.53890, -2.01834, -1.64952)
C (-2.72552, -1.31729, -1.50747)
C (-2.95764, -0.27054, -0.63046)
N (-2.03485, 0.23018, 0.23223)
C (-2.70924, 1.05326, 1.07526)
C (-2.18960, 1.63685, 2.22495)
C (-0.91696, 1.45347, 2.74675)
N (0.04973, 0.69838, 2.16730)
C (1.19704, 0.97042, 2.83656)
C (2.46057, 0.57854, 2.41587)
C (2.75629, -0.19023, 1.29535)
N (1.85179, -0.65470, 0.39630)
C (0.92785, 1.85315, 3.98272)
C (-0.38520, 2.15409, 3.92550)
C (-1.20380, 3.02186, 4.82596)
C (-2.14485, 2.20211, 5.72190)
C (1.96748, 2.30500, 4.95647)
C (2.45408, 1.16852, 5.86812)
C (-4.11252, 1.16550, 0.66265)
C (-4.26400, 0.34066, -0.39159)
C (-5.49559, 0.09673, -1.20232)
C (-5.50972, 0.96084, -2.47135)
C (-5.15968, 1.94791, 1.39091)
C (-5.65494, 1.19815, 2.64017)
N (-0.38823, -1.74583, -0.97752)
C (-2.33869, -3.55621, -3.62355)
C (-2.41676, -2.64526, -4.85910)
H (6.25535, -0.99618, 3.64861)
H (5.40234, -2.30878, 2.82832)
H (4.48904, -1.07451, 3.68656)
H (6.20759, -0.63396, 1.17680)
H (5.37645, 0.65600, 2.02834)
H (5.96587, -1.73151, -0.71968)
H (4.78923, -2.24015, -1.91362)
H (5.39665, -3.71740, 0.71112)
H (5.94354, -4.20159, -0.89733)
H (4.22411, -4.25412, -0.49153)
H (2.61013, -2.97874, -1.91607)
H (1.70987, -3.76210, -3.81931)
H (0.21316, -4.45544, -4.40803)
H (1.72007, -5.43123, -1.91040)
H (1.70047, -6.22611, -3.48859)
H (0.21900, -6.12028, -2.53455)
H (-3.56195, -1.63321, -2.11646)
H (-2.85977, 2.27707, 2.78377)
H (3.29898, 0.88005, 3.02964)
H (-1.78479, 3.72572, 4.22419)
H (-0.54117, 3.61836, 5.45063)
H (-2.84242, 1.60453, 5.13189)
H (-2.72215, 2.86213, 6.36749)
H (-1.57373, 1.52122, 6.35369)
H (1.55964, 3.10520, 5.57183)
H (2.81375, 2.73156, 4.41068)
H (1.62158, 0.74755, 6.43286)
H (3.19007, 1.54445, 6.57707)
H (2.91364, 0.35890, 5.29841)
H (-6.37151, 0.32214, -0.59566)
H (-5.56348, -0.95782, -1.47696)
H (-5.46548, 2.02026, -2.21564)
H (-6.42181, 0.78578, -3.04056)
H (-4.65660, 0.73199, -3.11400)
H (-6.00215, 2.12828, 0.72515)
H (-4.76356, 2.92434, 1.67855)
H (-6.10432, 0.24541, 2.35824)
H (-6.40148, 1.78977, 3.16785)
H (-4.83543, 0.98403, 3.32872)
H (-3.31681, -3.61032, -3.14221)
H (-2.08344, -4.56901, -3.93394)
H (-2.67625, -1.62070, -4.58116)
H (-3.16989, -3.01123, -5.55601)
H (-1.45681, -2.61973, -5.37823)
N (0.51525, 2.30652, 0.04130)
C (0.72562, 2.95802, -1.23728)
C (1.04689, 4.28506, -1.29549)
C (1.25335, 4.93237, -2.53054)
C (1.13625, 4.23141, -3.69293)
C (0.80488, 2.85673, -3.66771)
C (0.67450, 2.09575, -4.85113)
C (0.34406, 0.77876, -4.75637)
C (0.14700, 0.22338, -3.47494)
N (0.26302, 0.88167, -2.34889)
C (0.59194, 2.20105, -2.43127)
H (-0.23598, 2.77819, 0.53508)
H (1.35398, 2.40316, 0.60497)
H (1.14469, 4.85223, -0.37601)
H (1.50444, 5.98454, -2.54460)
H (1.29316, 4.71540, -4.64914)
H (0.83685, 2.56893, -5.81218)
H (0.22833, 0.15080, -5.62938)
H (-0.12299, -0.82938, -3.41689)

Atomic forces in eV per Å
-0.5 -2.1 1.5
0.0 0.0 -0.1
-0.2 -0.1 0.1
0.6 -0.4 -0.3
0.8 0.2 0.2
-0.1 -0.2 0.1
0.0 0.1 0.0
-1.0 -0.1 0.2
0.2 -0.2 -0.2
0.0 0.7 0.6
-0.4 -0.4 -0.5
0.0 -0.1 0.2
0.0 0.1 0.0
0.2 -0.6 -0.5
0.5 0.6 0.6
-0.4 0.1 -0.1
0.8 -0.6 0.0
0.0 0.5 -0.1
0.8 -0.3 0.3
-0.2 0.2 0.1
0.1 -0.5 -0.7
0.1 0.5 0.2
-0.4 -0.3 -0.7
0.3 0.0 0.0
-0.9 0.2 0.4
0.3 0.3 -0.3
-0.2 0.4 0.5
0.3 0.3 0.6
0.0 -0.2 0.0
0.1 0.0 0.0
0.0 -0.2 0.0
-0.1 0.0 0.0
-0.7 -0.1 -0.3
-0.7 0.5 0.2
0.1 0.0 -0.1
0.0 0.0 0.0
0.1 -0.2 0.1
0.1 0.0 -0.1
0.0 0.0 -0.8
0.1 0.1 0.0
0.0 0.0 0.1
0.0 0.0 0.0
0.0 0.0 0.0
0.0 0.0 0.0
0.0 0.1 0.0
0.0 0.0 0.0
0.0 0.0 0.0
0.0 0.0 0.0
0.0 0.0 0.0
0.0 0.0 0.0
0.0 0.0 0.0
0.0 0.0 0.0
0.0 0.0 0.0
0.0 0.0 0.0
0.0 0.0 0.0
0.0 0.0 0.0
0.0 0.0 0.0
0.0 0.0 0.0
0.0 0.0 0.0
0.0 0.0 0.0
0.0 0.0 0.0
0.0 0.0 0.0
0.0 0.0 0.0
0.0 0.0 0.0
0.0 0.0 0.0
0.0 0.0 0.0
0.0 0.0 0.0
0.0 0.0 0.0
0.0 0.0 0.0
0.0 0.0 0.0
0.0 0.0 0.0
0.0 0.0 0.1
0.0 0.0 0.0
0.0 0.0 0.0
0.0 0.0 0.0
0.0 0.1 0.0
0.0 0.0 -0.1
0.0 0.0 0.0
0.0 0.0 0.0
0.0 0.0 0.0
0.0 -0.1 0.0
0.0 0.0 0.0
0.0 0.0 0.0
0.0 0.0 0.0
0.0 0.0 0.0
0.2 0.8 -0.7
0.0 0.1 0.5
0.0 0.0 -0.2
0.0 0.1 0.0
0.0 0.0 -0.1
0.0 0.0 0.0
0.0 0.0 0.0
0.0 -0.1 0.0
0.0 0.0 -0.1
0.0 0.1 -0.5
0.0 0.0 0.0
0.1 0.0 0.0
-0.1 0.1 0.0
0.0 0.0 0.0
0.0 0.0 0.0
0.0 0.0 0.0
0.0 0.0 0.0
0.0 0.0 0.0
0.0 0.1 0.0

Kohn-Sham gap (spin up / spin down) = 3.88 / 3.88 eV
HOMO (spin up / spin down) = -12.722 / -12.721 eV
Net charge = +2

No. 5
A molecular structure, C34H20BrCl2CrN6O3. Source: the OMol25 dataset; level of theory: ωB97M-V/def2-TZVPD.

CARTESIAN COORDINATES (ANGSTROEM)
Cr (0.54962, 0.51516, -0.19424)
Cl (3.32773, 1.77203, 5.96927)
C (2.98376, 1.84757, 4.26237)
C (2.10951, 0.92135, 3.72200)
C (1.79388, 0.94051, 2.36964)
N (0.88433, 0.03143, 1.78269)
C (0.95778, -1.25784, 2.20483)
O (1.88421, -1.78810, 2.80284)
C (-0.27131, -2.10711, 1.91745)
C (-0.11017, -3.48451, 1.80678)
C (-1.22547, -4.26490, 1.57299)
C (-2.46506, -3.64590, 1.47536)
C (-2.52682, -2.26976, 1.62441)
N (-1.45632, -1.50646, 1.84072)
C (2.34965, 1.95125, 1.56511)
C (3.24412, 2.86909, 2.10596)
C (3.56344, 2.81246, 3.45277)
Cl (4.69848, 3.97272, 4.08938)
N (1.89251, 1.93716, 0.23572)
C (2.28069, 2.79208, -0.71214)
O (3.11771, 3.69254, -0.67794)
C (1.47974, 2.58733, -1.99058)
C (1.57811, 3.48058, -3.04166)
C (0.73067, 3.32782, -4.12423)
C (-0.18196, 2.28227, -4.12806)
C (-0.20118, 1.41559, -3.05183)
N (0.61629, 1.56736, -2.00922)
H (1.67950, 0.16607, 4.36347)
H (0.88550, -3.89933, 1.87928)
H (-1.13279, -5.33851, 1.46230)
H (-3.36690, -4.21830, 1.29809)
H (-3.47618, -1.74817, 1.55522)
H (3.68511, 3.62233, 1.47303)
H (2.30695, 4.27473, -2.96051)
H (0.77288, 4.02004, -4.95600)
H (-0.87293, 2.13231, -4.94550)
H (-0.87467, 0.56919, -3.01483)
Br (1.68381, -6.66432, -1.79211)
C (1.73613, -4.78183, -1.48148)
C (2.95053, -4.16590, -1.18848)
C (2.97536, -2.80547, -0.95566)
C (1.81205, -2.01967, -0.99483)
O (1.91053, -0.73006, -0.78789)
C (0.58043, -2.66894, -1.28115)
C (-0.68474, -1.99168, -1.29296)
N (-0.90087, -0.75247, -0.85924)
C (-2.16255, -0.21817, -0.81741)
C (-3.34916, -0.83210, -1.25995)
C (-4.56148, -0.14648, -1.18415)
C (-4.66067, 1.13698, -0.68236)
C (-3.49451, 1.78751, -0.20481)
C (-3.46951, 3.09275, 0.31491)
C (-2.28815, 3.64204, 0.76945)
C (-1.12438, 2.88984, 0.70328)
N (-1.11386, 1.65857, 0.20475)
C (-2.25551, 1.09530, -0.25442)
C (0.57496, -4.05373, -1.53313)
H (3.86071, -4.74873, -1.14518)
H (3.90310, -2.30311, -0.71328)
H (-1.53421, -2.58538, -1.61397)
H (-3.33976, -1.83842, -1.65173)
H (-5.45910, -0.64631, -1.53020)
H (-5.61045, 1.65558, -0.64736)
H (-4.39322, 3.65898, 0.35168)
H (-2.25112, 4.64289, 1.17693)
H (-0.17743, 3.26587, 1.06907)
H (-0.36736, -4.54564, -1.74331)

Atomic forces in eV per Å
0.4 -0.7 0.4
0.0 0.0 -0.1
0.0 0.1 0.0
0.0 -0.1 0.1
-0.1 -0.3 -0.1
0.3 0.4 -0.1
-0.4 0.0 -0.1
0.0 0.0 0.2
0.1 0.0 0.0
0.0 0.0 -0.1
0.0 0.0 0.0
0.0 0.0 0.0
0.1 0.1 0.1
-0.1 0.0 0.1
-0.1 0.0 -0.3
0.0 0.1 0.0
0.0 0.0 0.1
-0.1 -0.1 0.0
0.0 0.1 0.2
0.0 -0.1 -0.2
0.0 0.1 0.0
0.0 0.0 0.2
0.1 0.0 0.0
0.0 0.0 0.0
0.0 0.0 0.0
0.1 -0.1 -0.1
-0.2 0.1 -0.1
0.0 0.0 0.0
0.0 0.0 0.0
0.0 0.0 0.0
0.0 0.0 0.0
0.0 0.0 0.0
0.0 0.0 0.0
0.0 0.0 0.0
0.0 0.0 0.0
0.0 0.0 0.0
0.0 0.0 0.0
0.0 0.0 0.0
0.1 0.0 0.0
0.0 -0.1 0.0
0.0 0.0 0.0
0.1 0.1 0.0
-0.1 0.1 0.0
-0.3 0.1 -0.1
0.1 -0.2 -0.1
-0.2 0.2 0.0
0.2 -0.1 -0.1
0.0 0.1 0.0
0.0 0.1 0.1
0.0 -0.1 0.0
0.1 -0.1 0.0
0.0 0.0 0.0
-0.2 0.0 0.0
0.1 -0.1 0.1
-0.1 0.1 -0.1
-0.1 0.1 0.0
0.0 0.0 0.0
0.0 0.0 0.0
0.0 0.0 0.0
0.0 0.0 0.0
0.0 0.0 0.0
0.0 0.0 0.0
0.0 0.0 0.0
0.0 0.0 0.0
0.0 0.0 0.0
0.0 0.0 0.0
0.0 0.0 0.0

Spin multiplicity = 5
Kohn-Sham gap (spin up / spin down) = 4.93 / 6.80 eV
HOMO (spin up / spin down) = -2.795 / -4.869 eV
Net charge = -1
Energy relative to the best compared isomer or geometry (same formula, charge and spin) = 0.00 kcal/mol

No. 6
A single C5H9NO molecule in a non-equilibrium geometry. Source: the OMol25 dataset; level of theory: ωB97M-V/def2-TZVPD.

CARTESIAN COORDINATES (ANGSTROEM)
C (-1.00061, -0.08038, 1.14577)
C (-1.22340, 0.18894, -0.33832)
N (-0.76255, 1.47773, -0.87799)
C (0.01825, 0.26853, -1.14952)
C (1.25542, 0.20999, -0.28138)
C (1.71837, -1.12371, 0.18508)
O (0.94082, -2.00905, 0.48683)
H (-0.90073, 0.86408, 1.70768)
H (-1.78296, -0.66104, 1.60881)
H (-0.19119, -0.85048, 1.20073)
H (-2.10959, -0.24872, -0.78898)
H (-1.30317, 1.73623, -1.70102)
H (0.03869, -0.12863, -2.16396)
H (0.78488, 0.46963, 0.70118)
H (2.05624, 0.90599, -0.54103)
H (2.78260, -1.22526, 0.45804)

Atomic forces in eV per Å
-0.5 -0.4 0.1
-0.1 -0.3 0.1
-0.1 0.1 0.0
0.1 -0.2 0.0
-0.1 0.1 0.2
-0.1 -0.5 0.1
0.9 -0.3 -0.7
0.3 -0.6 -0.1
-0.9 0.2 0.0
-0.8 1.2 0.6
0.1 0.0 0.0
0.0 -0.1 0.2
0.0 0.1 0.2
1.2 0.8 -0.5
-0.1 -0.2 0.0
0.1 0.0 -0.2

Kohn-Sham gap = 10.53 eV
HOMO = -9.558 eV
SMILES = C[C@H]1N[C@H]1CC=O
Energy relative to the best compared isomer or geometry (same formula, charge and spin) = 71.52 kcal/mol

Which formula does entry 2 have? C24H42As2N5O2Pd